Arrangement w

DFT (ωB97M-V/def2-TZVPD) results for a 3-piece molecular cluster, C2H10N2O2 overall.

XYZ file:
```
16
Properties=species:S:1:pos:R:3:nbo_charge:R:1
C -1.36195 -1.17483 0.10560 -0.485
N -0.19326 -0.38288 -0.11872 -0.232
C 0.77087 -0.04991 0.77319 0.222
N 2.01453 0.34773 0.46372 -0.384
H -2.12205 -1.11853 -0.80320 0.292
H -1.87930 -0.67978 0.91866 0.277
H -1.22839 -2.19464 0.42300 0.282
H -0.06430 0.23896 -0.89288 0.445
H 0.38116 -0.05498 1.73509 0.194
H 2.46398 0.44643 1.42816 0.388
H -5.28668 0.64951 1.13201 0.503
H -3.83803 0.97676 1.72310 0.470
O -4.25354 0.49198 0.98723 -0.971
H 4.37835 0.06881 -2.06965 0.469
H 3.06495 0.36573 -1.45006 0.458
O 3.61953 0.62006 -2.21622 -0.930
```

* frontier orbital gap (alpha / beta): 9.37 / 5.30 eV
* charge: +1
* multiplicity: 2
* HOMO level (alpha / beta): -14.083 / -14.081 eV

=====

Arrangement x

DFT (ωB97M-V/def2-TZVPD) results for a 2-piece molecular cluster, C2H10N2O2 overall.

XYZ file:
```
16
Properties=species:S:1:pos:R:3:nbo_charge:R:1
N -0.07745 -1.54389 -0.92026 -0.351
C 1.26285 -1.80925 -0.48404 0.033
O 1.74239 -3.04728 -0.83099 -0.609
H -0.17150 -1.15021 -1.86351 0.420
H -0.55234 -0.99215 -0.19416 0.440
H 1.92390 -1.01693 -0.99735 0.283
H 1.40498 -1.58553 0.56797 0.217
H 2.61181 -3.20028 -0.44426 0.513
N -1.18191 2.58553 -0.11627 -0.865
C -1.29591 1.64402 0.96778 0.104
O -0.20803 0.69340 1.16741 -0.791
H -0.63453 2.36562 -0.93275 0.382
H -2.13728 2.88458 -0.25320 0.387
H -1.14737 2.12240 1.95899 0.183
H -2.16674 1.00635 0.88271 0.161
H 0.62713 1.04362 1.49193 0.495
```

* frontier orbital gap (alpha / beta): 9.46 / 3.72 eV
* charge: +1
* multiplicity: 2
* HOMO level (alpha / beta): -12.917 / -12.779 eV

=====

The most stable of them is arrangement w.

=====

Arrangement w

DFT (ωB97M-V/def2-TZVPD) results for one molecule with the formula C6H8O2.

XYZ file:
```
16
Properties=species:S:1:pos:R:3:nbo_charge:R:1
C -0.29036 0.73943 1.17824 -0.437
C -1.36997 0.47214 0.08249 -0.415
C -0.76015 -0.78497 -0.69355 0.075
C 0.73619 -0.37109 0.90893 0.046
C 1.45329 0.02484 -0.31857 -0.006
C 0.59988 -0.35581 -1.47098 0.013
H 0.07194 1.70664 1.01373 0.210
H -0.65310 0.67768 2.27846 0.221
H -2.45712 0.24766 0.63658 0.215
H -1.62995 1.22577 -0.61842 0.207
H -1.45100 -1.40302 -1.22003 0.209
H 1.24574 -0.84374 1.75361 0.223
H 2.09610 0.88168 -0.43187 0.200
H 0.83012 0.36451 -2.35911 0.202
O -0.14676 -1.43857 0.35580 -0.501
O 1.72514 -1.14315 -1.09530 -0.463
```

* SMILES: C1C[C@H]2O[C@@H]1[C@@H]1O[C@@H]12
* frontier orbital gap: 11.02 eV
* HOMO level: -10.009 eV

=====

Arrangement x

DFT (ωB97M-V/def2-TZVPD) results for one molecule with the formula C6H8O2.

XYZ file:
```
16
Properties=species:S:1:pos:R:3:nbo_charge:R:1
C -0.13400 1.73997 1.75098 -0.642
C -0.13662 0.58492 0.72874 -0.121
C 0.61991 -0.51734 0.67688 -0.120
C 0.42786 -1.28299 -0.67633 0.056
C -0.64504 -0.49296 -1.46867 -0.542
C -1.05999 0.59756 -0.45172 0.562
H -0.10145 2.77923 1.32782 0.245
H 0.91272 1.62219 2.36225 0.213
H -0.92847 1.59714 2.54124 0.237
H 1.34771 -0.97298 1.43134 0.230
H 0.10687 -2.28343 -0.51333 0.170
H 1.64344 -2.28581 -1.72317 0.468
H -0.15454 0.02435 -2.30322 0.256
H -1.63750 -1.03182 -1.66859 0.245
O 1.74024 -1.43188 -1.29313 -0.710
O -2.00116 1.35386 -0.72108 -0.546
```

* SMILES: CC1=C[C@H](O)CC1=O
* frontier orbital gap: 9.91 eV
* HOMO level: -9.503 eV

=====

Arrangement y

DFT (ωB97M-V/def2-TZVPD) results for C6H8O2 as an isolated structure.

XYZ file:
```
16
Properties=species:S:1:pos:R:3:nbo_charge:R:1
C -1.73407 0.30843 0.97809 -0.476
C -1.41538 1.65138 0.38116 -0.431
C -0.56439 0.45147 0.15079 0.455
C 0.79549 -0.58745 -1.12844 0.002
C 2.11928 -1.22592 -0.69541 -0.347
C 0.99826 -0.72370 0.21365 -0.002
H -2.59743 -0.31423 0.65347 0.231
H -1.73346 -0.01276 2.00883 0.230
H -1.00841 2.37545 0.98851 0.227
H -1.94602 1.94322 -0.51900 0.227
H 1.19675 0.23946 -1.78139 0.190
H 2.97247 -0.73818 -0.97805 0.228
H 2.48048 -2.34537 -0.65161 0.212
H 0.35573 -1.36625 0.77467 0.227
O -0.60186 -0.31615 -1.17399 -0.485
O 0.68257 0.66059 0.77871 -0.488
```

* frontier orbital gap: 9.93 eV
* HOMO level: -8.962 eV

=====

The most stable of them is arrangement x.